13
Properties=species:S:1:pos:R:3 method="wB97M-V/def2-TZVPD" lumo_energy_ev=0.7 e_above_lowest_ev=1.0529 spin_multiplicity=1 e_homo_ev=-7.86 total_charge=0 max_force_ev_per_a=5.53
N -1.02 1.49 1.15
P -0.42 -0.10 0.81
N 1.13 0.31 1.36
P -0.38 0.15 -1.43
N 1.25 -1.10 -1.32
O -1.59 -0.83 -1.76
H -2.02 1.51 1.20
H -0.65 1.75 2.13
H 1.20 1.26 1.04
H 1.86 -0.27 1.40
H 0.97 -2.07 -1.45
H 1.79 -0.84 -2.18
H -2.12 -1.25 -0.95